(1)
DFT (ωB97M-V/def2-TZVPD) results for the ion C11H14N3 with charge +1.

Each line ends with the Mulliken charge.
Positions of all 28 atoms, in Å:
C -1.91005 2.88116 -0.05571  -0.31
C -2.59179 1.71133 -0.13411  -0.49
C -0.71307 2.91683 0.53110  -0.44
C -2.19134 0.58277 0.46948  -0.44
C -0.16079 1.78189 1.13453  -0.49
C 1.37728 -2.13094 0.68071  -0.20
C 1.34756 -1.77790 -0.68853  -0.30
C -0.76740 0.45983 0.99425  1.04
C -0.30231 -0.64022 1.63386  -0.32
C 0.74876 -2.36564 2.95072  -0.93
C 0.03161 0.68645 -2.98952  -0.66
N 0.71237 -1.49168 1.64691  -0.01
N 0.54562 -0.78178 -1.16360  0.23
N 0.56468 -0.49919 -2.44426  -0.43
H -2.47960 3.68860 -0.51400  0.40
H -3.63102 1.70624 -0.46329  0.38
H -0.11016 3.86675 0.57271  0.34
H -2.91671 -0.33904 0.56482  0.28
H 0.76891 1.86613 1.60225  0.52
H 1.94051 -2.89110 1.13591  0.41
H 1.87640 -2.40340 -1.49895  0.35
H 1.55603 -1.85897 3.55649  0.36
H -0.19035 -2.21421 3.48613  0.33
H 1.02865 -3.48846 2.82207  0.33
H -0.95501 0.98052 -2.55451  0.14
H 0.68093 1.49938 -2.79933  0.35
H -0.15754 0.66343 -4.06580  0.33
H 1.27279 -0.98326 -2.94367  0.22

Computed properties:
Total charge: +1
HOMO (alpha / beta), eV: -11.622 / -11.127
Spin multiplicity: 1
Calculated total energy, Eh: -591.3561

***

(2)
DFT (ωB97M-V/def2-TZVPD) results for the ion C11H14N4 with charge +2.

Each line ends with the Mulliken charge.
Positions of all 29 atoms, in Å:
C 3.13309 1.67110 -0.62343  -0.34
C 4.04908 0.62935 -0.31574  -0.75
C 1.82305 1.55785 -0.32320  -0.59
C 3.57155 -0.34208 0.54950  -0.14
C 1.36099 0.34911 0.32607  0.67
C -0.28402 -1.30954 0.05790  0.49
C -1.04665 1.03244 0.42334  -0.30
C -0.05058 0.03799 0.33345  -0.19
C -2.70831 0.03262 -0.97730  -0.39
C 0.12406 -3.81615 0.14427  -0.72
C -3.04534 2.37188 0.18305  -0.80
N 2.26270 -0.43141 0.79650  -0.22
N -0.03364 -2.43862 0.21321  -0.02
N -2.25702 1.06721 -0.08016  0.11
N -3.98828 -0.23650 -0.99799  -0.16
H 3.45324 2.54026 -1.17333  0.45
H 5.04694 0.61411 -0.62702  0.48
H 1.08531 2.26442 -0.74438  0.44
H 3.98381 -1.23298 0.97651  0.41
H 1.99806 -1.18573 1.54865  0.38
H -0.54170 1.94794 0.69024  0.68
H 0.10691 -4.00616 1.28587  0.34
H -0.61260 -4.31760 -0.48556  0.36
H 1.09163 -4.05840 -0.28101  0.31
H -4.06846 2.33475 -0.17006  0.31
H -2.50291 3.24039 -0.17757  0.33
H -3.14139 2.43594 1.33815  0.37
H -4.18409 -1.01794 -1.50251  0.26
H -4.62544 0.26574 -0.38747  0.22

Computed properties:
Total charge: +2
HOMO, eV: -15.564
Spin multiplicity: 1
Calculated total energy, Eh: -645.8492

***

(3)
DFT (ωB97M-V/def2-TZVPD) results for the ion C11H14NO2 with charge +1.

Each line ends with the Mulliken charge.
Positions of all 28 atoms, in Å:
C -1.99909 -2.02744 -1.91873  -0.52
C -2.85379 -0.87977 -2.16666  -0.53
C -0.86498 -1.95533 -1.13726  -0.59
C -2.68694 0.26685 -1.42956  -0.69
C -0.60960 -0.67927 -0.46461  0.69
C -1.61022 0.34452 -0.57887  0.87
C 0.45728 -0.39688 0.37781  0.34
C -1.45753 1.57683 0.23638  -0.70
C -0.10687 2.27898 -0.21930  -0.64
C 0.71327 -2.09045 2.11004  -0.59
C 3.38011 1.43710 0.57421  -0.50
N 1.00515 1.62336 0.45407  -0.18
O 1.14873 -1.00114 1.23776  -0.30
O 2.28491 1.80058 -0.17529  -0.17
H -2.35731 -2.96388 -2.34396  0.41
H -3.71492 -1.09537 -2.86921  0.33
H -0.03111 -2.78644 -1.01832  0.32
H -3.35993 1.13441 -1.47388  0.34
H -2.30619 2.32532 0.02580  0.40
H -1.29667 1.43942 1.30761  0.27
H 0.04061 2.30044 -1.45829  0.29
H -0.10434 3.29757 0.08930  0.50
H 0.93322 -3.05899 1.73416  0.29
H -0.44180 -1.87617 2.08029  0.34
H 1.28754 -1.86728 3.06339  0.26
H 3.34886 2.25990 1.44673  0.24
H 4.26833 1.65882 -0.05462  0.25
H 3.35136 0.45426 1.04052  0.24

Computed properties:
Total charge: +1
HOMO (alpha / beta), eV: -12.203 / -12.201
Spin multiplicity: 1
Calculated total energy, Eh: -632.2960

***

(4)
DFT (ωB97M-V/def2-TZVPD) results for the molecule C11H14Si.

Each line ends with the Mulliken charge.
Positions of all 26 atoms, in Å:
C 0.87462 2.05862 -1.02937  -1.06
Si 0.81536 0.40315 -0.06963  0.43
C -1.20466 0.16195 0.14481  0.37
C -2.09498 1.17809 0.31727  -0.49
C -3.44500 0.93801 0.22877  -0.24
C -3.95826 -0.29240 0.00742  -0.54
C -3.04475 -1.33291 -0.04870  -0.34
C -1.66221 -1.12643 0.04529  -0.38
C 1.78483 -0.81173 -1.17157  -0.35
C 3.02545 -0.96698 -0.66801  -0.29
C 3.31397 -0.71417 0.83391  -0.56
C 1.89642 -0.42738 1.51580  -0.80
H 0.53222 1.83398 -2.16174  0.30
H 0.18632 2.78157 -0.64581  0.31
H 1.90357 2.54531 -1.13557  0.29
H -1.86697 2.18231 0.64454  0.29
H -4.03849 1.83082 0.42855  0.31
H -5.07954 -0.47911 -0.11525  0.29
H -3.35876 -2.38086 -0.09768  0.31
H -1.13889 -2.06237 0.16090  0.33
H 1.72941 -1.09018 -2.28452  0.30
H 3.68653 -1.46995 -1.42590  0.27
H 3.83754 -1.59814 1.29984  0.30
H 3.92594 0.14575 0.99005  0.28
H 1.35703 -1.39374 1.73612  0.27
H 2.02330 0.08680 2.50049  0.40

Computed properties:
Total charge: 0
HOMO, eV: -9.130
Spin multiplicity: 1
SMILES string: C[Si@@]1(c2ccccc2)C=CCC1
Calculated total energy, Eh: -716.9778

***

(5)
DFT (ωB97M-V/def2-TZVPD) results for a structure of composition C11H15BeN2OS6Sb.

Each line ends with the Mulliken charge.
Positions of all 37 atoms, in Å:
Be 0.32498 -0.28431 0.35183  -0.30
C -2.57857 -0.94242 2.14257  -1.02
C -1.89562 0.37475 2.25398  0.53
N -0.84011 0.69753 1.58345  0.27
C -0.34917 1.94022 1.89697  -0.43
C -1.07166 2.61120 2.82800  -0.30
S -2.39133 1.63518 3.33930  -0.28
C 0.87298 2.27948 1.16583  -0.30
C 1.66009 3.37999 1.19463  -0.32
S 2.95931 3.17232 0.08777  -0.26
C 2.35812 1.60833 -0.36145  0.62
N 1.28210 1.29875 0.29481  0.41
C 3.03658 0.72610 -1.32718  -0.54
H -1.88246 -1.63167 1.65994  0.13
H -3.49025 -0.86097 1.54838  0.30
H -2.83006 -1.33420 3.12800  0.42
H -0.88831 3.58724 3.24225  0.44
H 1.54840 4.26513 1.79630  0.43
H 3.60261 1.29400 -2.06502  0.41
H 2.30484 0.07109 -1.80241  0.05
H 3.72997 0.08006 -0.75055  -0.14
S 4.71849 -1.25229 0.97342  -0.86
Sb 2.96876 -2.83256 0.80415  0.36
S 2.59445 -2.81403 -1.60079  -0.35
S 1.01116 -1.59575 1.73504  -0.51
S 1.34077 -4.46101 -1.87293  -0.77
C -2.58516 -0.30304 -1.49596  -1.41
C -1.30803 -1.15215 -1.52217  1.03
C -1.00729 -1.62143 -2.94204  -1.45
O -0.23520 -0.42543 -1.03674  -0.11
H -3.44945 -0.86944 -1.85725  0.39
H -2.44632 0.57311 -2.13653  0.33
H -2.79961 0.05654 -0.48712  0.20
H -1.47368 -2.06004 -0.91603  0.19
H -0.86567 -0.74963 -3.58990  0.31
H -1.82334 -2.23240 -3.34165  0.41
H -0.10232 -2.22827 -2.92089  0.14

Computed properties:
Total charge: -2
HOMO, eV: 0.468
Spin multiplicity: 1
Calculated total energy, Eh: -3257.2632

***

(6)
DFT (ωB97M-V/def2-TZVPD) results for a structure of composition C11H15Br30NO2Si.

Each line ends with the Mulliken charge.
Positions of all 60 atoms, in Å:
O 3.30907 -1.32317 0.85077  -0.28
N 2.33600 -0.78875 1.25831  0.01
O 1.89687 0.08157 0.30064  0.00
C 0.62620 0.67540 0.65535  -0.05
Si -0.85335 -0.56403 0.70438  0.65
H 0.42317 1.43213 -0.13611  -0.20
H 0.64501 1.24897 1.61184  0.31
H -1.72468 -0.39324 -0.45336  -0.13
H -0.43107 -1.97126 0.69248  -0.24
H -1.70994 -0.32460 1.88752  -0.17
C -3.49977 2.87086 -0.74923  -0.31
Br -5.10524 1.84234 -0.42908  -0.05
Br -1.90172 1.82419 -0.41367  0.21
Br -3.47803 3.64900 -2.51759  -0.04
H -3.50143 3.69283 -0.03959  0.29
C -0.10239 -5.18846 -0.71541  -0.17
Br 1.38066 -3.96072 -0.57811  0.14
Br -0.34660 -6.19350 0.91885  -0.04
Br -1.73106 -4.29561 -1.26324  -0.02
H 0.14662 -5.90178 -1.49373  0.13
C 0.48834 5.09235 1.67708  -0.20
Br -0.09082 6.85475 1.09979  -0.02
Br 1.35483 5.14425 3.40642  0.03
Br -0.95391 3.77904 1.62743  0.22
H 1.23160 4.76387 0.95921  0.04
C -2.56349 -3.11988 -4.70403  -0.03
Br -4.49395 -3.03579 -4.63953  -0.04
Br -1.92876 -3.76241 -6.41548  -0.05
Br -1.75450 -1.43001 -4.22640  0.08
H -2.25172 -3.84259 -3.95821  -0.03
C -3.10267 7.01161 4.32516  -0.21
Br -2.11584 6.12820 2.90916  0.10
Br -2.66704 6.28555 6.06333  0.00
Br -2.87403 8.93318 4.27298  -0.06
H -4.15424 6.81390 4.15362  0.10
C 2.81847 3.62907 -2.09971  -0.24
Br 0.88640 3.73330 -2.15517  0.01
Br 3.53847 2.93398 -3.75083  -0.04
Br 3.61244 5.32493 -1.61666  -0.02
H 3.07792 2.92272 -1.31847  0.24
C 2.82808 -6.14805 -4.03782  -0.40
Br 4.30677 -4.90655 -3.92536  0.03
Br 2.62143 -7.18633 -2.41830  0.06
Br 1.18339 -5.25307 -4.52116  0.02
H 3.06113 -6.84620 -4.83314  0.35
C 5.73126 -1.03660 -3.61184  -0.32
Br 6.32721 0.62716 -4.40327  -0.07
Br 7.19662 -1.99748 -2.79271  -0.03
Br 4.26970 -0.77322 -2.37227  0.14
H 5.35812 -1.65579 -4.41953  0.28
C -6.89850 6.47585 7.37166  -0.31
Br -8.82897 6.56770 7.32408  -0.03
Br -6.17489 5.75090 5.73173  0.00
Br -6.10716 8.18513 7.80578  -0.01
H -6.63168 5.78982 8.16676  0.37
C 3.49287 -9.71422 0.95744  -0.33
Br 4.97306 -8.47800 1.08743  0.00
Br 3.26250 -10.73685 2.58165  -0.05
Br 1.85856 -8.81803 0.43811  -0.02
H 3.73468 -10.41832 0.17001  0.36

Computed properties:
Total charge: 0
HOMO, eV: -9.360
Spin multiplicity: 1
Calculated total energy, Eh: -78142.9709